The following is a quantum chemistry calculation of C48H52BrIrNO3PSi as an isolated structure in a non-equilibrium geometry, from the Open Molecules 2025 dataset.

* Kohn-Sham gap: 6.771 eV
* net charge: 0
* total energy: -148301.8234 eV
* HOMO energy: -7.158 eV
* spin multiplicity: 1

The geometry in XYZ format:
```
108
Properties=species:S:1:pos:R:3:forces:R:3
Ir -1.032 -0.964 0.064 -0.2 -0.6 1.3
O -2.806 1.073 -0.488 -0.2 0.9 0.5
C -2.341 0.494 0.448 0.5 0.2 0.7
C -2.572 1.037 1.845 -0.6 -0.6 -1.2
C -3.556 1.969 2.112 -0.3 0.5 0.2
C -3.725 2.410 3.419 0.0 0.0 -0.4
C -2.915 1.904 4.430 0.1 -0.1 0.1
C -1.949 0.953 4.144 0.1 0.0 0.0
C -1.796 0.519 2.828 0.7 -0.3 0.9
P -0.575 -0.717 2.281 0.1 0.5 -0.9
C -0.744 -1.862 3.678 -0.1 -0.1 0.0
C 0.244 -2.087 4.628 -0.2 0.0 0.2
C 0.001 -2.958 5.687 0.0 0.0 0.0
C -1.222 -3.598 5.801 -0.1 0.0 -0.1
C -2.225 -3.352 4.866 0.1 0.1 0.1
C -1.984 -2.491 3.813 -0.1 0.3 0.4
C 1.032 0.106 2.499 0.0 -0.1 0.1
C 2.208 -0.634 2.616 0.1 0.0 -0.1
C 3.437 0.005 2.691 0.0 -0.1 0.0
C 3.505 1.390 2.626 0.0 0.1 0.0
C 2.341 2.134 2.491 0.0 -0.1 0.0
C 1.109 1.494 2.430 0.1 0.1 0.1
H -4.163 2.345 1.297 0.0 0.0 0.0
H -4.489 3.141 3.651 0.0 0.0 0.0
H -3.040 2.253 5.448 0.0 0.0 0.0
H -1.325 0.548 4.932 0.0 0.0 0.0
H 1.191 -1.573 4.571 0.0 0.0 0.0
H 0.777 -3.131 6.424 0.0 0.0 0.0
H -1.402 -4.282 6.622 0.0 0.0 0.0
H -3.187 -3.840 4.957 0.0 0.0 0.0
H -2.767 -2.296 3.086 0.0 0.0 0.0
H 2.175 -1.717 2.619 0.0 0.0 0.0
H 4.342 -0.582 2.781 0.0 0.0 0.0
H 4.467 1.888 2.667 0.0 0.0 0.0
H 2.389 3.214 2.421 0.0 0.0 0.0
H 0.211 2.084 2.319 -0.1 0.0 0.0
C -0.767 -4.321 1.944 0.0 -0.2 0.2
Si -0.596 -4.407 0.118 -0.3 0.1 -0.2
C -1.739 -5.750 -0.473 -0.2 -0.4 -0.2
C 1.190 -4.946 -0.093 0.3 0.1 -0.2
N -1.109 -2.897 -0.619 0.1 -0.2 -0.4
C -1.288 -2.911 -2.043 0.2 -0.5 0.7
C -0.635 -3.809 -2.894 0.1 0.0 -0.1
C -0.895 -3.881 -4.260 0.1 0.0 0.2
C -1.846 -3.054 -4.824 0.0 0.1 0.1
C -2.495 -2.132 -4.010 -0.1 0.1 -0.1
C -2.178 -2.045 -2.667 -0.5 0.4 0.0
O -2.753 -1.126 -1.788 0.5 -0.4 -0.4
C -3.596 -0.143 -2.266 -0.5 -0.3 -0.7
C -3.177 0.788 -3.198 -0.2 0.0 -0.4
C -4.052 1.792 -3.586 0.0 -0.1 0.0
C -5.336 1.856 -3.052 0.1 0.0 0.0
C -5.740 0.906 -2.125 0.1 -0.1 0.0
C -4.866 -0.102 -1.731 -0.5 0.0 -0.2
H -0.570 -5.310 2.380 0.0 0.1 -0.1
H -1.772 -4.014 2.237 0.2 -0.2 -0.1
H -0.043 -3.625 2.375 -0.1 -0.3 -0.1
H -1.496 -6.708 0.007 -0.1 0.2 -0.1
H -1.695 -5.896 -1.556 -0.1 0.0 0.1
H -2.771 -5.487 -0.212 0.1 -0.1 0.0
H 1.256 -6.002 0.196 0.0 0.1 0.0
H 1.839 -4.379 0.584 -0.1 -0.1 0.0
H 1.615 -4.847 -1.093 0.0 0.0 0.0
H 0.095 -4.481 -2.475 0.1 -0.1 0.0
H -0.352 -4.594 -4.871 0.0 0.0 0.1
H -2.084 -3.106 -5.879 0.0 0.0 0.1
H -3.247 -1.477 -4.430 0.0 0.0 0.1
H -2.170 0.738 -3.594 -0.1 0.0 0.0
H -3.722 2.534 -4.304 0.0 0.0 0.0
H -6.014 2.643 -3.357 0.0 0.0 0.0
H -6.740 0.944 -1.706 0.1 0.0 0.0
H -5.152 -0.847 -0.998 0.0 0.0 0.0
C 6.012 2.371 -0.421 0.0 0.0 0.0
C 5.208 2.432 -1.729 -0.1 -0.1 0.1
C 5.244 3.866 -2.254 0.0 0.1 0.0
C 5.874 1.522 -2.772 0.0 0.0 0.0
C 3.773 1.956 -1.458 0.1 0.0 0.0
C 3.529 0.635 -1.130 0.1 0.0 0.0
C 2.239 0.221 -0.856 -0.2 -0.1 0.2
Br 1.979 -1.611 -0.494 0.2 -0.4 -0.2
C 1.119 1.058 -0.852 -0.3 0.0 0.4
O -0.132 0.701 -0.498 0.9 1.4 -0.8
C 1.351 2.396 -1.258 0.0 0.3 0.0
C 2.663 2.794 -1.526 -0.2 0.1 -0.1
C 0.196 3.410 -1.437 0.1 -0.2 0.0
C -0.813 2.869 -2.468 0.1 0.1 0.1
C -0.521 3.670 -0.103 0.0 0.0 0.0
C 0.703 4.757 -1.954 0.0 0.1 0.0
H 7.054 2.664 -0.591 -0.1 0.0 0.0
H 6.004 1.359 -0.001 0.0 0.1 0.0
H 5.582 3.050 0.322 0.0 -0.1 0.0
H 6.279 4.148 -2.468 -0.1 0.0 0.0
H 4.852 4.578 -1.522 0.0 -0.1 -0.1
H 4.669 3.970 -3.178 0.0 0.0 0.1
H 6.875 1.894 -3.015 -0.1 0.0 0.0
H 5.284 1.497 -3.692 0.0 0.0 0.0
H 5.978 0.496 -2.411 0.0 0.1 0.0
H 4.330 -0.095 -1.081 -0.1 0.1 0.0
H 2.821 3.821 -1.820 0.0 -0.1 0.0
H -1.314 1.979 -2.100 0.1 0.1 0.1
H -0.304 2.630 -3.406 0.0 0.0 0.0
H -1.577 3.629 -2.674 0.1 -0.1 0.0
H -0.972 2.757 0.273 0.0 0.0 0.0
H -1.316 4.410 -0.245 0.1 -0.1 0.0
H 0.181 4.060 0.641 0.0 0.0 0.0
H 1.222 4.656 -2.911 0.0 0.0 0.0
H 1.374 5.249 -1.243 0.0 0.0 -0.1
H -0.155 5.418 -2.109 0.0 0.0 0.0
```
Forces are in eV/Å.